# 1
{
  "formula": "C27H37CuGe2N4O2",
  "method": "the ωB97M-V functional and the def2-TZVPD basis",
  "homo_lumo_gap_ev": 8.3,
  "spin_multiplicity": 1,
  "energy_ev": -196323.222,
  "elements": ["Cu", "C", "C", "Ge", "C", "C", "C", "C", "Ge", "C", "C", "C", "C", "C", "C", "C", "C", "C", "C", "H", "H", "H", "H", "H", "H", "H", "H", "H", "H", "H", "H", "H", "H", "H", "H", "H", "H", "H", "H", "H", "H", "H", "H", "H", "H", "O", "N", "N", "O", "C", "C", "C", "C", "C", "C", "H", "H", "H", "H", "H", "N", "C", "C", "C", "N", "C", "C", "H", "H", "H", "H", "H", "H"],
  "positions_angstrom": [[0.0317, -0.0116, 0.0351], [0.1739, -4.5591, 1.8475], [0.4826, -3.0991, 1.5531], [-0.9230, -2.0439, 0.5612], [-2.5566, -1.8466, 1.7449], [-3.3162, -3.1280, 2.0445], [-1.4277, -3.1304, -0.9932], [-1.2681, -2.6226, -2.2166], [-0.4743, -0.7420, -2.2287], [-1.6757, 0.7478, -2.9292], [-2.1628, 0.6822, -4.3676], [1.3296, -0.6271, -3.1838], [1.5345, -0.9879, -4.6472], [-1.6040, -3.3321, -3.4445], [-1.3991, -2.7161, -4.6753], [-1.7195, -3.3496, -5.8593], [-2.2625, -4.6224, -5.8404], [-2.4742, -5.2524, -4.6249], [-2.1484, -4.6199, -3.4427], [1.0412, -5.0433, 2.2985], [-0.0825, -5.0976, 0.9377], [-0.6586, -4.6511, 2.5409], [1.3793, -3.0321, 0.9392], [0.6938, -2.5706, 2.4830], [-3.2228, -1.1382, 1.2513], [-2.2262, -1.3852, 2.6763], [-3.5865, -3.6433, 1.1253], [-4.2311, -2.9056, 2.5957], [-2.7134, -3.8017, 2.6483], [-1.8112, -4.1308, -0.8392], [-1.0857, 1.6530, -2.7819], [-2.5307, 0.8125, -2.2568], [-1.3281, 0.6768, -5.0646], [-2.7787, 1.5525, -4.5970], [-2.7635, -0.2072, -4.5424], [2.0028, -1.2377, -2.5846], [1.6235, 0.4142, -3.0521], [1.3049, -2.0311, -4.8462], [2.5806, -0.8220, -4.9118], [0.9310, -0.3676, -5.3055], [-0.9830, -1.7218, -4.6837], [-1.5469, -2.8454, -6.7989], [-2.5235, -5.1219, -6.7628], [-2.8989, -6.2458, -4.5955], [-2.3214, -5.1298, -2.5076], [0.8703, 1.5839, -0.7375], [2.1482, 1.5020, -0.8217], [2.6941, 0.3932, -0.5287], [2.0562, -0.6698, -0.1383], [4.0870, 0.2781, -0.6950], [4.8711, 1.3463, -1.1176], [6.2264, 1.1517, -1.3091], [6.8033, -0.0894, -1.0832], [6.0169, -1.1450, -0.6561], [4.6625, -0.9651, -0.4604], [4.4139, 2.3055, -1.2956], [6.8435, 1.9724, -1.6463], [7.8619, -0.2382, -1.2416], [6.4530, -2.1165, -0.4815], [4.0370, -1.7809, -0.1381], [0.9467, 1.6650, 5.9641], [0.7115, 1.2842, 4.6823], [-0.5348, 1.4795, 4.0722], [-0.7057, 1.1134, 2.7562], [0.2523, 0.5379, 2.0371], [1.4355, 0.3364, 2.6074], [1.7217, 0.7156, 3.8976], [0.1729, 1.8963, 6.5614], [1.8048, 1.3852, 6.4055], [-1.3542, 1.9041, 4.6296], [-1.6447, 1.2806, 2.2464], [2.1753, -0.1644, 1.9980], [2.7080, 0.5587, 4.3037]],
  "mulliken_charge": [-0.59, -1.23, -0.36, 0.27, -0.65, -1.15, -0.79, 0.60, 1.72, -0.86, -1.03, -0.47, -1.29, 0.24, 0.17, -1.26, -0.49, -0.72, -0.47, 0.42, 0.25, 0.26, 0.10, 0.26, 0.40, 0.26, 0.24, 0.39, 0.25, 0.44, 0.37, 0.43, 0.22, 0.40, 0.29, 0.20, 0.29, 0.31, 0.44, 0.25, 0.38, 0.39, 0.40, 0.40, 0.37, -0.27, -0.80, 1.32, -0.51, 0.11, -0.43, -0.55, -0.47, -0.79, 0.09, 0.45, 0.38, 0.38, 0.39, 0.34, -0.48, 1.10, -0.86, -0.56, 0.38, -0.62, -0.96, 0.20, 0.20, 0.34, 0.49, 0.72, 0.35]
}

=====

# 2
{
  "formula": "C27H37F5N3O19",
  "method": "the ωB97M-V functional and the def2-TZVPD basis",
  "homo_lumo_gap_ev": 6.3,
  "spin_multiplicity": 1,
  "charge": -1,
  "energy_ev": -85557.689,
  "elements": ["C", "C", "C", "C", "C", "C", "C", "N", "C", "N", "C", "C", "C", "O", "N", "O", "C", "O", "O", "H", "H", "H", "H", "H", "H", "H", "H", "H", "H", "H", "H", "H", "H", "H", "H", "H", "H", "H", "H", "H", "H", "C", "C", "O", "C", "O", "O", "F", "H", "H", "H", "C", "C", "O", "C", "O", "O", "F", "H", "H", "H", "C", "C", "O", "C", "O", "O", "F", "H", "H", "H", "C", "C", "O", "C", "O", "O", "F", "H", "H", "H", "C", "C", "O", "C", "O", "O", "F", "H", "H", "H"],
  "positions_angstrom": [[0.0341, -3.1889, 5.0939], [-1.4451, -3.3324, 4.6961], [-1.6381, -4.0842, 3.3700], [-1.3969, -3.0525, 2.2212], [-2.5502, -2.0762, 2.0487], [-2.2353, -0.9916, 1.0012], [-1.0162, -0.1471, 1.4330], [-1.3158, 1.2819, 1.4427], [-0.1428, 2.1299, 1.4310], [0.8223, 1.6894, 2.4180], [1.9871, 1.2877, 2.0999], [3.0332, 2.1531, 1.4432], [2.4321, -0.1230, 2.4302], [0.4347, 2.0886, 0.1144], [-0.5335, 2.3291, -0.9340], [-0.2254, 3.2642, -1.5478], [-0.6251, 3.5911, 1.7671], [-1.5295, 4.0575, 1.0421], [-0.0666, 4.1428, 2.7308], [0.1042, -3.0733, 6.1738], [0.5080, -2.3364, 4.6087], [0.5763, -4.0817, 4.7788], [-1.9326, -3.9165, 5.4822], [-1.9119, -2.3503, 4.6713], [-2.6381, -4.5046, 3.2846], [-0.8551, -4.8369, 3.2651], [-1.2316, -3.5536, 1.2633], [-0.4621, -2.5554, 2.4845], [-3.4672, -2.6123, 1.7920], [-2.7411, -1.5324, 2.9789], [-3.0834, -0.3245, 0.8586], [-2.0123, -1.5225, 0.0723], [-0.6919, -0.4493, 2.4329], [-0.2130, -0.3173, 0.7180], [-1.8549, 1.5317, 2.2619], [2.5670, 3.0621, 1.0740], [3.8830, 2.3433, 2.0969], [3.4304, 1.6136, 0.5729], [2.3010, -0.7570, 1.5552], [3.4792, -0.1387, 2.7461], [1.8215, -0.4637, 3.2654], [-1.1406, 6.5932, -1.0596], [0.1276, 7.3951, -1.1868], [-0.2525, 8.4201, -2.1042], [-1.5914, 8.6165, -1.9506], [-2.1841, 9.5570, -2.3727], [-2.1511, 7.6021, -1.2617], [1.1391, 6.6773, -1.7292], [-1.2232, 5.8381, -1.8361], [-1.2460, 6.1031, -0.0885], [0.4721, 7.8493, -0.2573], [-3.9792, 6.3579, -4.3568], [-2.8908, 5.4183, -3.8965], [-2.6490, 4.6383, -5.0574], [-2.9537, 5.4174, -6.1323], [-2.6330, 5.1831, -7.2486], [-3.6715, 6.5027, -5.7495], [-3.3130, 4.6131, -2.9004], [-4.9684, 5.9123, -4.2456], [-3.9581, 7.3182, -3.8473], [-1.9697, 5.9156, -3.5969], [8.2536, 0.7365, 1.7623], [7.5762, 1.7871, 2.6107], [6.4005, 1.1258, 3.0352], [6.6827, -0.2109, 3.0729], [6.0256, -1.0252, 3.6201], [7.8332, -0.4724, 2.3968], [7.2381, 2.8778, 1.8833], [7.8914, 0.7568, 0.7335], [9.3374, 0.8191, 1.7634], [8.1486, 2.1033, 3.4848], [-2.5924, -7.4934, -1.2465], [-1.4237, -6.9291, -0.4810], [-2.0329, -5.9872, 0.3807], [-3.3054, -6.4454, 0.6136], [-4.0115, -6.0638, 1.4802], [-3.6429, -7.4074, -0.2820], [-0.5548, -6.2809, -1.3022], [-2.8409, -6.8879, -2.1189], [-2.4374, -8.5217, -1.5623], [-0.8747, -7.6606, 0.1151], [0.6758, -5.1432, -5.8820], [0.2166, -4.3013, -4.7124], [-1.0932, -4.7925, -4.4888], [-1.1153, -6.0886, -4.8982], [-1.9644, -6.8654, -4.6161], [-0.0319, -6.3688, -5.6620], [0.1551, -2.9895, -5.0303], [0.3677, -4.7099, -6.8343], [1.7491, -5.3108, -5.8941], [0.8075, -4.4228, -3.8031]],
  "mulliken_charge": [-0.92, -0.42, -0.65, 0.07, -0.63, -1.06, -0.46, -0.27, 0.71, -0.36, 0.86, -1.28, -0.70, -0.39, 0.18, -0.31, 0.39, -0.75, -0.76, 0.40, 0.03, 0.27, 0.38, 0.27, 0.28, 0.31, 0.27, -0.16, 0.43, 0.23, 0.46, 0.22, 0.49, 0.20, 0.31, 0.35, 0.30, 0.30, 0.26, 0.12, 0.06, 0.29, 0.40, -0.34, 0.73, -0.56, -0.32, -0.29, -0.24, 0.06, 0.30, -0.44, 0.61, -0.34, 0.60, -0.52, -0.33, -0.27, 0.27, 0.26, 0.12, -0.44, 0.32, -0.25, 0.65, -0.49, -0.33, -0.28, 0.29, 0.27, 0.26, -0.31, 0.24, -0.16, 0.54, -0.46, -0.35, -0.24, 0.22, 0.28, 0.21, -0.41, 0.33, -0.28, 0.68, -0.51, -0.33, -0.28, 0.27, 0.27, 0.27]
}

=====

# 3
{
  "formula": "C27H37O3Si",
  "method": "the ωB97M-V functional and the def2-TZVPD basis",
  "homo_lumo_gap_ev": 5.5,
  "spin_multiplicity": 1,
  "charge": 1,
  "energy_ev": -42612.653,
  "elements": ["C", "Si", "C", "C", "O", "C", "C", "C", "C", "C", "C", "C", "C", "H", "H", "H", "H", "H", "H", "H", "H", "H", "H", "H", "H", "H", "H", "H", "H", "H", "H", "H", "H", "H", "H", "C", "O", "C", "C", "C", "C", "C", "C", "C", "C", "C", "O", "C", "C", "C", "C", "C", "C", "H", "H", "H", "H", "H", "H", "H", "H", "H", "H", "H", "H", "H", "H", "H"],
  "positions_angstrom": [[2.9309, 2.4458, -1.5958], [2.1061, 3.1058, -0.0811], [2.5019, 2.2753, 1.5254], [2.4117, 4.9396, 0.0470], [0.4950, 2.6829, -0.4814], [-0.4926, 2.0251, 0.1090], [-0.6925, 0.5746, -0.3482], [-2.1450, 0.2185, 0.1294], [-3.2937, 0.7484, -0.7334], [-3.9503, 2.1127, -0.5065], [-3.1875, 3.3058, -1.1022], [-2.3153, 3.9688, -0.0524], [-1.4390, 2.9607, 0.7890], [3.8033, 1.8357, -1.3252], [2.2490, 1.8428, -2.2133], [3.2734, 3.2814, -2.2242], [3.5713, 2.0023, 1.4992], [2.3423, 2.9681, 2.3691], [1.9130, 1.3637, 1.7146], [3.4533, 5.0730, 0.3867], [2.3143, 5.4307, -0.9335], [1.7536, 5.4487, 0.7662], [-0.7708, 0.6870, -1.4635], [-2.3050, -0.8716, 0.0937], [-2.2270, 0.4801, 1.2008], [-2.9320, 0.7044, -1.7599], [-4.1116, 0.0158, -0.6255], [-4.9191, 2.0424, -1.0218], [-4.1644, 2.3001, 0.5539], [-2.5918, 3.0093, -1.9805], [-3.9225, 4.0380, -1.4818], [-1.6834, 4.7463, -0.4956], [-2.9780, 4.4830, 0.6532], [-2.1175, 2.3867, 1.4259], [-0.8466, 3.6184, 1.4488], [2.1377, -4.4144, -5.1911], [2.6366, -3.2010, -4.5664], [2.1098, -2.7140, -3.4081], [2.5605, -1.4514, -2.9588], [1.9851, -0.8265, -1.8701], [0.9341, -1.4038, -1.1423], [0.2823, -0.5534, 0.0323], [-0.2216, -1.5733, 1.1114], [0.3097, -1.5359, 2.4024], [-0.2043, -2.3883, 3.3869], [-1.2150, -3.3220, 3.0733], [-1.6804, -4.0229, 4.1364], [-0.8817, -3.6035, 5.3048], [0.0310, -2.4452, 4.8601], [-1.6928, -3.4530, 1.7737], [-1.1741, -2.5900, 0.8157], [0.6702, -2.7489, -1.4638], [1.1765, -3.3856, -2.5930], [2.6257, -4.3945, -6.1671], [2.4594, -5.3011, -4.6257], [1.0497, -4.4102, -5.3135], [3.4111, -0.9892, -3.4862], [2.3954, 0.1044, -1.5024], [1.1627, -0.1152, 0.5392], [1.1192, -0.8379, 2.6357], [-1.5800, -3.3099, 6.0980], [-0.2974, -4.4744, 5.6234], [1.0743, -2.6322, 5.1179], [-0.2760, -1.5033, 5.3336], [-2.4416, -4.2004, 1.5380], [-1.5266, -2.7340, -0.2086], [0.1247, -3.3820, -0.7911], [0.9023, -4.4369, -2.7808]],
  "nbo_charge": [-1.17, 1.87, -1.16, -1.15, -0.78, 0.87, -0.36, -0.40, -0.41, -0.41, -0.42, -0.35, -0.58, 0.26, 0.26, 0.26, 0.27, 0.26, 0.24, 0.27, 0.26, 0.25, 0.29, 0.26, 0.21, 0.20, 0.23, 0.23, 0.20, 0.20, 0.24, 0.22, 0.23, 0.25, 0.27, -0.26, -0.50, 0.33, -0.25, -0.21, -0.08, -0.24, -0.05, -0.22, -0.02, 0.31, -0.47, -0.07, -0.47, -0.25, -0.22, -0.13, -0.32, 0.21, 0.19, 0.19, 0.23, 0.20, 0.22, 0.20, 0.20, 0.20, 0.23, 0.22, 0.24, 0.22, 0.21, 0.23]
}